{
  "formula": "C54H119F10N10O8PS4",
  "method": "ωB97M-V/def2-TZVPD",
  "elements": ["C", "C", "N", "C", "C", "N", "C", "C", "H", "H", "H", "H", "H", "H", "H", "H", "H", "H", "H", "C", "C", "C", "N", "C", "C", "C", "C", "C", "H", "H", "H", "H", "H", "H", "H", "H", "H", "H", "H", "H", "H", "H", "H", "H", "H", "H", "C", "C", "C", "N", "C", "C", "C", "C", "C", "H", "H", "H", "H", "H", "H", "H", "H", "H", "H", "H", "H", "H", "H", "H", "H", "H", "H", "C", "C", "C", "N", "C", "C", "C", "C", "C", "H", "H", "H", "H", "H", "H", "H", "H", "H", "H", "H", "H", "H", "H", "H", "H", "H", "H", "C", "C", "C", "N", "C", "C", "C", "C", "C", "H", "H", "H", "H", "H", "H", "H", "H", "H", "H", "H", "H", "H", "H", "H", "H", "H", "H", "C", "C", "C", "N", "C", "C", "C", "C", "C", "H", "H", "H", "H", "H", "H", "H", "H", "H", "H", "H", "H", "H", "H", "H", "H", "H", "H", "C", "C", "C", "N", "C", "C", "C", "C", "C", "H", "H", "H", "H", "H", "H", "H", "H", "H", "H", "H", "H", "H", "H", "H", "H", "H", "H", "N", "S", "O", "O", "F", "S", "O", "O", "F", "N", "S", "O", "O", "F", "S", "O", "O", "F", "P", "F", "F", "F", "F", "F", "F"],
  "positions_angstrom": [[10.40, 11.64, 16.20], [11.85, 11.67, 15.63], [12.86, 11.20, 16.64], [12.88, 9.92, 17.06], [13.75, 9.90, 18.12], [14.31, 11.18, 18.28], [13.59, 11.97, 17.45], [15.24, 11.64, 19.29], [9.74, 12.35, 15.72], [10.44, 12.04, 17.22], [9.94, 10.66, 16.20], [12.08, 12.69, 15.32], [11.96, 11.01, 14.77], [12.28, 9.22, 16.52], [14.12, 9.12, 18.76], [13.59, 13.05, 17.42], [14.76, 12.35, 19.95], [16.08, 12.13, 18.79], [15.62, 10.76, 19.80], [13.39, 21.20, 16.31], [12.16, 20.36, 16.66], [10.88, 21.15, 16.74], [9.62, 20.37, 16.34], [9.46, 20.38, 14.86], [8.36, 21.04, 16.88], [7.90, 20.30, 18.08], [8.22, 18.82, 17.74], [9.53, 18.94, 16.94], [14.30, 20.63, 16.54], [13.43, 22.03, 17.03], [13.49, 21.58, 15.30], [12.35, 19.86, 17.61], [12.09, 19.58, 15.90], [10.93, 22.05, 16.13], [10.71, 21.47, 17.77], [9.34, 21.42, 14.55], [8.54, 19.85, 14.61], [10.30, 19.93, 14.34], [7.57, 21.18, 16.14], [8.64, 22.05, 17.19], [6.84, 20.38, 18.31], [8.51, 20.61, 18.93], [7.41, 18.27, 17.25], [8.42, 18.29, 18.68], [9.52, 18.25, 16.09], [10.44, 18.75, 17.50], [17.50, 14.57, 17.12], [17.70, 16.08, 17.01], [17.71, 16.84, 18.37], [16.36, 17.29, 18.94], [15.50, 18.04, 17.94], [16.53, 18.25, 20.13], [15.24, 18.08, 20.91], [14.86, 16.64, 20.78], [15.62, 16.12, 19.55], [17.35, 14.14, 16.12], [16.54, 14.33, 17.58], [18.31, 13.97, 17.53], [16.98, 16.50, 16.31], [18.66, 16.30, 16.54], [18.25, 17.77, 18.23], [18.15, 16.22, 19.15], [16.06, 18.95, 17.75], [14.54, 18.30, 18.37], [15.45, 17.51, 16.99], [16.76, 19.28, 19.86], [17.33, 17.82, 20.72], [14.48, 18.78, 20.56], [15.48, 18.41, 21.92], [13.77, 16.59, 20.76], [15.25, 16.08, 21.63], [14.99, 15.68, 18.77], [16.28, 15.33, 19.89], [9.07, 15.37, 19.48], [9.98, 14.38, 20.21], [10.40, 14.82, 21.61], [11.32, 13.94, 22.36], [12.57, 13.65, 21.59], [11.66, 14.51, 23.78], [12.36, 13.33, 24.46], [11.74, 12.08, 23.85], [10.77, 12.59, 22.75], [8.08, 15.50, 19.90], [8.91, 15.04, 18.45], [9.61, 16.30, 19.30], [10.84, 14.02, 19.65], [9.30, 13.52, 20.21], [9.50, 14.88, 22.23], [10.77, 15.84, 21.78], [12.35, 13.12, 20.67], [13.43, 13.21, 22.09], [12.89, 14.56, 21.07], [12.36, 15.30, 23.53], [10.69, 14.73, 24.22], [13.44, 13.39, 24.32], [12.13, 13.42, 25.52], [12.40, 11.38, 23.34], [11.19, 11.56, 24.63], [10.69, 11.95, 21.88], [9.78, 12.83, 23.14], [17.13, 15.04, 12.26], [18.15, 14.28, 11.36], [19.05, 15.29, 10.60], [19.93, 14.68, 9.51], [20.63, 13.44, 10.08], [21.06, 15.62, 9.11], [21.52, 15.21, 7.71], [20.39, 14.37, 7.10], [19.28, 14.38, 8.16], [16.21, 15.20, 11.71], [17.56, 15.98, 12.61], [16.86, 14.37, 13.08], [17.55, 13.69, 10.66], [18.74, 13.57, 11.94], [19.72, 15.70, 11.37], [18.57, 16.15, 10.15], [20.93, 13.73, 11.08], [21.52, 13.15, 9.53], [19.81, 12.72, 10.04], [21.73, 15.69, 9.97], [20.51, 16.57, 9.05], [22.37, 14.53, 7.76], [21.74, 16.11, 7.14], [20.74, 13.38, 6.79], [20.09, 14.81, 6.15], [18.61, 13.53, 8.14], [18.65, 15.26, 7.99], [14.97, 14.05, 8.82], [14.10, 15.12, 9.45], [14.41, 16.55, 9.01], [13.74, 17.63, 9.82], [12.26, 17.60, 9.42], [14.07, 17.51, 11.31], [14.09, 18.93, 11.89], [13.98, 19.89, 10.72], [14.24, 19.04, 9.51], [14.55, 13.59, 7.93], [15.11, 13.28, 9.59], [16.00, 14.35, 8.63], [14.13, 15.04, 10.53], [13.08, 14.80, 9.25], [14.28, 16.76, 7.94], [15.47, 16.81, 9.16], [12.00, 16.58, 9.70], [12.18, 17.79, 8.36], [11.69, 18.35, 9.97], [13.31, 16.79, 11.62], [14.96, 16.90, 11.43], [13.45, 19.07, 12.76], [15.09, 18.98, 12.33], [12.95, 20.25, 10.65], [14.72, 20.68, 10.74], [13.89, 19.38, 8.53], [15.32, 18.88, 9.38], [20.44, 9.25, 10.79], [19.87, 9.65, 12.15], [18.39, 9.89, 12.03], [17.52, 9.87, 13.28], [17.73, 8.57, 14.01], [16.08, 10.10, 12.77], [15.47, 11.15, 13.68], [16.34, 11.16, 14.90], [17.70, 11.03, 14.27], [21.51, 9.07, 10.71], [20.07, 10.00, 10.08], [19.93, 8.33, 10.51], [20.31, 10.58, 12.54], [20.18, 8.95, 12.93], [17.97, 9.10, 11.41], [18.21, 10.83, 11.51], [17.67, 7.89, 13.16], [16.98, 8.39, 14.78], [18.70, 8.55, 14.51], [15.52, 9.17, 12.88], [16.03, 10.30, 11.71], [14.41, 10.95, 13.89], [15.32, 12.14, 13.24], [16.07, 10.30, 15.51], [16.29, 12.11, 15.42], [18.58, 10.79, 14.86], [18.02, 11.87, 13.65], [13.55, 15.04, 16.34], [13.76, 15.44, 14.74], [14.40, 16.67, 14.33], [12.80, 14.85, 13.85], [14.99, 14.40, 14.51], [12.27, 15.85, 16.51], [11.02, 15.18, 16.21], [12.28, 17.27, 16.33], [12.25, 15.73, 18.15], [9.34, 16.21, 11.48], [10.17, 14.98, 11.89], [9.88, 14.31, 13.13], [11.52, 14.93, 11.36], [9.47, 13.94, 10.87], [10.02, 17.27, 12.56], [11.46, 17.40, 12.59], [9.24, 17.36, 13.77], [9.62, 18.63, 11.83], [11.21, 19.13, 20.88], [12.63, 19.92, 20.98], [10.59, 20.17, 21.99], [10.71, 20.15, 19.75], [9.76, 18.40, 20.78], [11.87, 18.14, 19.77], [11.62, 18.14, 22.10]],
  "mulliken_charge": [-1.180, -0.047, 0.972, -0.378, -0.980, 0.321, -0.666, -0.323, 0.344, 0.217, 0.411, -0.248, 0.365, 0.581, 0.602, 0.503, -0.074, 0.157, 0.429, -1.590, 2.133, -1.266, 1.074, -1.378, -0.821, -0.641, -0.158, 1.061, 0.207, 0.466, 0.375, -0.718, -0.649, 0.470, 0.578, 0.455, 0.622, 0.157, 0.450, 0.314, 0.558, 0.117, 0.464, -0.056, -0.002, -1.087, -0.049, -0.182, -0.952, 0.570, -0.742, -0.703, -0.825, 0.836, 0.200, -0.328, -0.209, 0.517, -0.120, 0.553, 0.454, 0.500, 0.357, 0.350, -0.235, 0.455, 0.391, -0.073, 0.675, -0.909, 0.438, -0.482, 0.457, -1.352, 0.767, -0.955, 0.407, -1.905, -0.349, -0.708, -0.630, -0.610, 0.534, 0.458, -0.116, -0.425, 0.289, 0.544, 0.193, 0.586, 0.533, 0.588, 0.268, 0.503, 0.268, 0.451, 0.273, 0.415, 0.387, 0.478, 0.146, 0.436, -1.590, 0.402, -1.100, -0.668, -0.666, -0.774, -0.447, -0.831, 0.786, -0.417, 0.273, 0.224, 0.333, 0.481, 0.326, 0.502, 0.379, 0.487, 0.435, 0.282, 0.398, 0.361, 0.367, 0.432, 0.296, -1.339, 0.523, -0.780, 0.346, -0.873, 0.816, -0.498, -0.832, -0.658, 0.505, 0.247, 0.036, -0.250, 0.442, 0.452, 0.375, 0.308, 0.348, 0.322, -0.029, -0.690, 0.012, 0.454, 0.337, 0.456, 0.413, 0.467, -1.333, -0.202, -1.039, 0.451, -0.965, -0.832, 0.566, 0.865, -0.187, 0.397, 0.256, 0.387, 0.321, 0.329, 0.597, 0.316, 0.354, 0.343, 0.425, 0.168, 0.393, -0.070, -0.124, 0.167, -0.592, 0.449, -0.368, 0.585, 0.386, -0.366, -0.567, -0.210, 0.023, -0.640, 0.050, -0.107, -0.588, 1.040, -0.562, -0.489, -0.362, 1.016, -0.154, -0.548, -0.359, 1.715, -0.453, -0.393, -0.275, -0.374, -0.799, -0.376],
  "e_tot_ha": -6210.0015,
  "e_homo_ev": -15.463,
  "relative_energy_ev": 0.000,
  "total_charge": 4
}